1.
A cluster of 2 separate species, C2HBrF3NO in total in a non-equilibrium geometry. Source: the Open Molecules 2025 dataset; level of theory: ωB97M-V with the def2-TZVPD basis set.

As for the relative energy (zero: lowest compared OMol25 entry of this formula, charge and spin): 4.015 eV. As for the LUMO energy (spin up / spin down): -1.09 / -1.08 eV. The HOMO energy (spin up / spin down) is -8.3750 / -8.3732 eV. Its gap between HOMO and LUMO (spin up / spin down) is 7.3 / 7.3 eV.

```
! RIJCOSX wB97M-V def2-TZVPD def2/J DEFGRID3
* xyz 0 1
C 0.18 -0.36 0.42
C -1.07 -0.97 0.94
N 1.51 -1.96 -1.10
O 2.50 -1.86 -0.55
F -1.42 -2.00 0.15
F -0.82 -1.36 2.21
F -2.24 -0.23 0.90
Br 1.73 -0.41 1.40
H 0.05 0.42 -0.43
*
```

Atom charges from the natural (NBO) analysis, given in e for atoms 1 to 8: -0.564, 0.907, 0.310, -0.138, -0.327, -0.324, -0.330, 0.217

2.
A structure of composition C35H34AsBF5O3P2S4Ti in a non-equilibrium geometry. Source: the Open Molecules 2025 dataset; level of theory: ωB97M-V with the def2-TZVPD basis set.

As for the relative energy (zero: lowest compared OMol25 entry of this formula, charge and spin): 0.487 eV. As for the LUMO energy: 1.80 eV. The HOMO energy is -4.1296 eV. Its gap between HOMO and LUMO is 5.9 eV.

```
! RIJCOSX wB97M-V def2-TZVPD def2/J DEFGRID3
* xyz -1 1
Ti -0.21 1.53 1.61
O -1.74 0.98 0.19
P -2.23 0.78 -1.20
C -0.91 0.17 -2.33
P 0.35 -0.60 -1.22
O 0.75 0.24 -0.06
C -0.35 -2.20 -0.75
C -1.02 -3.02 -1.66
C -1.50 -4.26 -1.24
C -1.29 -4.68 0.06
C -0.60 -3.87 0.96
C -0.13 -2.63 0.55
C 1.76 -0.91 -2.29
C 2.12 -2.18 -2.74
C 3.23 -2.33 -3.56
C 3.98 -1.22 -3.93
C 3.63 0.05 -3.47
C 2.52 0.20 -2.65
C -3.05 2.23 -1.89
C -3.08 2.53 -3.25
C -3.67 3.71 -3.67
C -4.24 4.57 -2.75
C -4.21 4.27 -1.40
C -3.61 3.10 -0.96
C -3.42 -0.59 -1.15
C -4.04 -1.10 -2.29
C -4.90 -2.18 -2.17
C -5.13 -2.76 -0.93
C -4.51 -2.24 0.21
C -3.66 -1.15 0.09
H -0.44 0.99 -2.87
H -1.30 -0.56 -3.03
H -1.17 -2.71 -2.68
H -2.03 -4.89 -1.94
H -1.66 -5.64 0.38
H -0.43 -4.22 1.97
H 0.38 -1.97 1.24
H 1.55 -3.05 -2.44
H 3.52 -3.31 -3.91
H 4.85 -1.34 -4.57
H 4.23 0.91 -3.74
H 2.26 1.18 -2.25
H -2.61 1.86 -3.96
H -3.67 3.96 -4.73
H -4.69 5.50 -3.09
H -4.64 4.95 -0.67
H -3.54 2.88 0.10
H -3.87 -0.64 -3.25
H -5.39 -2.58 -3.05
H -5.80 -3.60 -0.84
H -4.69 -2.68 1.18
H -3.17 -0.73 0.96
S -0.91 4.35 5.24
As -0.60 2.81 3.82
S -2.34 2.43 2.54
S 2.05 1.84 2.42
S -0.64 0.89 5.11
F 8.47 0.85 3.21
C 7.17 0.86 2.82
C 6.74 1.86 1.97
C 5.42 1.84 1.54
C 4.55 0.82 1.93
C 3.15 0.78 1.40
C 5.01 -0.13 2.83
C 6.32 -0.12 3.28
H 7.42 2.65 1.67
H 5.06 2.62 0.88
H 2.76 -0.24 1.41
H 3.12 1.17 0.38
H 4.33 -0.89 3.20
H 6.68 -0.86 3.98
C -1.77 -1.29 3.88
C -0.50 -0.45 3.78
C 0.77 -1.24 4.11
O -0.40 0.11 2.51
H -1.94 -1.59 4.91
H -1.68 -2.18 3.25
H -2.60 -0.68 3.54
H 0.80 -1.46 5.17
H 1.63 -0.62 3.86
H 0.81 -2.18 3.54
F 1.80 2.90 -0.61
B 0.55 3.49 -0.64
F -0.07 3.33 0.69
F -0.26 2.76 -1.55
F 0.59 4.81 -1.00
*
```

Atom charges from the Löwdin analysis, given in e for atoms 1 to 8: 0.450, -0.462, 0.788, -0.253, 0.789, -0.350, -0.271, -0.098

3.
The molecule C4H10O in a non-equilibrium geometry. Source: the Open Molecules 2025 dataset; level of theory: ωB97M-V with the def2-TZVPD basis set.

Its structure (SMILES) is CC(C)CO. As for the relative energy (zero: lowest compared OMol25 entry of this formula, charge and spin): 1.457 eV. As for the LUMO energy: 0.95 eV. The HOMO energy is -10.1714 eV. Its gap between HOMO and LUMO is 11.1 eV.

```
! RIJCOSX wB97M-V def2-TZVPD def2/J DEFGRID3
* xyz 0 1
C -1.37 -0.96 -0.11
C -0.12 0.04 -0.29
C -0.43 1.55 0.06
C 1.14 -0.60 0.27
O 2.28 0.11 -0.25
H -1.19 -2.08 -0.06
H -1.91 -0.56 0.90
H -2.25 -0.78 -0.90
H 0.09 0.11 -1.36
H -0.79 1.80 1.16
H -1.29 1.86 -0.59
H 0.39 2.23 -0.09
H 1.19 -1.67 -0.03
H 1.08 -0.73 1.43
H 3.16 -0.34 -0.13
*
```

Atom charges from the natural (NBO) analysis, given in e for atoms 1 to 8: -0.631, -0.252, -0.608, -0.051, -0.743, 0.223, 0.205, 0.220

4.
A cluster of 9 separate species, C11H36N4O15S in total in a non-equilibrium geometry. Source: the Open Molecules 2025 dataset; level of theory: ωB97M-V with the def2-TZVPD basis set.

As for the LUMO energy (spin up / spin down): -3.52 / -9.40 eV. The HOMO energy (spin up / spin down) is -12.2173 / -12.2173 eV. Its gap between HOMO and LUMO (spin up / spin down) is 8.7 / 2.8 eV. Its expectation value of S² is 0.754.

```
! RIJCOSX wB97M-V def2-TZVPD def2/J DEFGRID3
* xyz 1 2
C 3.47 0.48 -1.74
O 2.92 0.23 -0.43
H 4.50 0.83 -1.66
H 3.60 -0.47 -2.26
H 2.82 1.14 -2.31
H 3.50 -0.44 -0.06
C -4.41 -1.82 3.06
O -5.54 -2.20 3.73
H -3.76 -1.41 3.84
H -3.89 -2.54 2.44
H -4.64 -1.05 2.33
H -5.38 -1.98 4.66
C 0.57 -4.80 -2.05
O 0.57 -3.54 -1.43
H -0.40 -5.12 -2.41
H 1.24 -4.81 -2.91
H 0.94 -5.60 -1.40
H 0.88 -2.82 -1.99
C 1.17 -0.32 4.67
O -0.12 -0.41 5.18
H 1.24 0.66 4.20
H 1.96 -0.43 5.42
H 1.35 -1.02 3.85
H -0.62 -0.30 4.37
O -0.24 0.72 -4.56
S -0.43 1.82 -3.58
O -0.39 1.53 -2.14
O 0.59 3.11 -3.96
C 0.75 3.46 -5.38
C 1.69 2.57 -6.08
C -2.02 2.56 -4.00
H 1.28 4.41 -5.39
H -0.24 3.54 -5.82
H 1.34 1.55 -6.23
H 2.62 2.58 -5.51
H 1.90 2.94 -7.08
H -2.69 2.42 -3.15
H -2.34 1.98 -4.87
H -1.86 3.59 -4.33
C -0.47 -5.22 1.74
N 0.34 -5.37 3.03
O 0.74 -6.50 3.32
O 0.49 -4.32 3.69
H -1.28 -4.55 2.01
H -0.80 -6.21 1.42
H 0.23 -4.80 1.02
C -2.34 2.87 1.86
N -1.13 2.92 2.69
O -0.47 3.93 2.60
O -1.01 2.12 3.57
H -2.06 2.73 0.82
H -2.69 3.88 2.09
H -2.99 2.11 2.28
C -0.39 -0.25 0.46
N -1.17 -0.92 1.52
O -1.21 -2.17 1.51
O -1.86 -0.20 2.27
H 0.20 -0.98 -0.09
H 0.31 0.37 1.03
H -1.12 0.23 -0.19
C 1.88 2.88 0.49
N 3.00 2.58 1.47
O 4.14 3.04 1.20
O 2.90 1.85 2.43
H 2.28 3.16 -0.49
H 1.38 3.78 0.84
H 1.17 2.06 0.36
*
```

Atom charges from the natural (NBO) analysis, given in e for atoms 1 to 8: -0.259, -0.753, 0.182, 0.170, 0.190, 0.473, -0.229, -0.707